Record 1
24
Properties=species:S:1:pos:R:3 method="wB97M-V/def2-TZVPD" e_lumo_ev=-2.8 fmax_ev_per_a=4.7 orbital_gap_ev=11.42 charge=+1 spin_multiplicity=1
O -0.6428 1.5925 0.5313
C 0.1757 1.6498 -0.3486
N 0.6674 2.8673 -0.7733
C 0.6296 0.4476 -1.1139
N 0.5319 -0.7340 -0.2153
C -0.8336 -1.4236 -0.4006
C -1.2826 -2.0525 -1.6876
H 1.1536 2.8838 -1.6401
H 0.4517 3.6749 -0.2518
H 0.0042 0.2882 -2.1384
H 1.6474 0.6312 -1.5166
H 0.4339 -0.3459 0.8145
H 1.3970 -1.3127 -0.2618
H -1.6243 -0.6439 -0.0282
H -0.8195 -2.1969 0.4088
H -1.7668 -2.9643 -1.5003
H -0.3989 -2.3602 -2.2302
H -1.9776 -1.3815 -2.1951
H -1.5680 -0.4626 2.6904
H -1.1297 0.9602 2.4764
O -0.7252 0.0471 2.5936
H 2.3916 0.9120 2.1760
H 1.3272 -0.0398 2.6882
O 1.9579 -0.0366 1.9225

Record 2
13
Properties=species:S:1:pos:R:3 method="wB97M-V/def2-TZVPD" e_lumo_ev="4.0 / 2.6" fmax_ev_per_a=0.8 orbital_gap_ev="7.14 / 5.78" charge=-1 spin_multiplicity=2
O -0.7314 -1.8662 1.6991
C -0.4173 -0.7984 1.0764
C 0.3935 -1.0286 -0.2473
C -1.0045 -0.6785 -0.3966
S -0.2193 2.7499 0.3181
N 1.4183 -0.0983 -0.5584
H -0.2900 0.1697 1.5708
H 0.6452 -2.0760 -0.3178
H -1.1833 0.3543 -0.6654
H -1.8011 -1.3741 -0.5924
H 0.5019 3.7765 -0.1643
H 1.4583 0.0434 -1.5610
H 1.2297 0.8263 -0.1611

> The highest charge belongs to which entry?

C4H15N2O3